1.
Molecular formula: C45H89IN6O13
Method: DFT, ωB97M-V with the def2-TZVPD basis set

```
154
Properties=species:S:1:pos:R:3:mulliken_charge:R:1
H -0.7041 2.3586 -5.6092 0.176
N -1.1363 2.3659 -6.5269 -0.731
C -2.3763 2.0815 -6.4602 0.791
C -3.1604 2.0158 -7.7459 -1.643
C -3.2086 1.7841 -5.2343 -2.454
C -2.6835 1.7890 -3.7753 0.384
C -2.6484 3.3039 -3.3328 -1.824
I -1.7514 3.7883 -1.4607 0.156
C -2.1716 4.3374 -4.3517 0.322
C -2.3701 5.7934 -3.9229 -1.638
N -3.8917 1.3049 -3.0223 -0.235
C -3.3967 0.8139 -1.7607 -1.593
O -3.9452 1.0215 -0.7101 -0.500
C -2.1728 -0.0586 -2.0573 3.047
C -1.2770 -0.3732 -0.8279 -0.618
C -1.3721 0.4404 0.4644 -2.162
N -2.8364 -1.2959 -2.4998 0.138
C -4.1490 -1.7053 -2.0501 -1.392
C -4.3602 -1.9737 -0.5526 0.243
C -5.7927 -1.7077 -0.1011 -1.588
C -1.5616 0.6704 -3.3792 3.212
C -0.0793 1.2256 -3.5119 -0.762
C 1.1774 0.7721 -2.7463 -1.656
C 1.6952 1.4905 -1.4958 -0.856
C 2.3856 2.8250 -1.7521 -0.142
C 3.3377 3.2546 -0.6209 -1.205
C 2.8666 4.4263 0.2029 -0.417
O 1.6290 4.0747 0.8426 -0.098
C 1.0374 5.1006 1.5152 0.624
C 0.8242 4.8146 2.9671 -0.796
O 0.7148 6.1432 0.9721 -0.623
C -1.6480 -0.3439 -4.5576 -3.302
C -0.7227 -1.5846 -4.6323 -0.882
N -0.0811 -2.0027 -3.3997 0.046
N -1.5666 -2.7104 -5.0922 -0.461
N 0.3751 -1.2411 -5.5552 -0.346
H -2.8992 1.1203 -8.3046 0.318
H -2.9148 2.8927 -8.3428 0.389
H -4.2329 2.0300 -7.5639 0.372
H -4.0299 2.5074 -5.2382 1.073
H -3.6993 0.8316 -5.4391 0.777
H -3.7034 3.5074 -3.1620 1.088
H -1.1238 4.1840 -4.5932 0.155
H -2.7816 4.2084 -5.2431 0.116
H -3.2525 5.9083 -3.2947 0.339
H -2.5374 6.4007 -4.8133 0.469
H -1.4992 6.2027 -3.4208 0.387
H -4.3148 0.5176 -3.4998 0.610
H -1.5652 -1.3821 -0.5280 0.366
H -0.2468 -0.4687 -1.1239 0.688
H -2.3118 0.2645 0.9827 0.386
H -0.5717 0.1155 1.1329 0.450
H -1.2756 1.5059 0.3353 0.197
H -2.2166 -2.0819 -2.5475 -0.239
H -4.9501 -1.0539 -2.4181 0.597
H -4.3283 -2.6515 -2.5644 0.807
H -4.1135 -3.0174 -0.3568 0.419
H -3.7003 -1.3395 0.0350 -0.201
H -6.1362 -0.7547 -0.5061 0.323
H -6.4723 -2.4805 -0.4623 0.390
H -5.8706 -1.6454 0.9823 0.398
H -0.0880 2.3173 -3.4852 0.221
H 0.1834 0.9982 -4.5438 0.559
H 1.9913 0.9043 -3.4691 0.808
H 1.1683 -0.2919 -2.5553 0.070
H 2.4675 0.8296 -1.0884 0.452
H 0.9380 1.5758 -0.7258 -0.038
H 1.6735 3.6221 -1.9543 0.120
H 2.9798 2.7069 -2.6630 0.524
H 4.3252 3.4890 -1.0206 0.358
H 3.4807 2.4122 0.0614 0.374
H 3.5991 4.6561 0.9815 0.285
H 2.7174 5.3159 -0.4099 0.379
H -0.2321 4.9346 3.1973 0.381
H 1.3870 5.5490 3.5400 0.003
H 1.1475 3.8230 3.2651 0.309
H -1.4129 0.2153 -5.4580 0.851
H -2.6628 -0.7018 -4.6834 1.330
H 0.9142 -2.0735 -3.5514 0.554
H -0.3913 -2.9165 -3.1010 -0.472
H -0.9726 -3.5337 -5.1270 0.016
H -1.8800 -2.5342 -6.0397 0.332
H 0.9694 -2.0611 -5.6332 0.314
H -0.0034 -1.0653 -6.4782 0.336
C 3.8015 -5.3146 -8.0111 -0.979
C 3.7549 -5.9686 -6.6473 -0.443
O 3.0953 -5.1466 -5.6748 -0.392
C 1.7689 -5.1503 -5.4987 0.741
C 0.8764 -5.8548 -6.4931 -1.102
O 1.3204 -4.5259 -4.5724 -0.377
H 2.8033 -5.1667 -8.4232 0.273
H 4.3679 -5.9357 -8.7046 0.364
H 4.2841 -4.3406 -7.9425 0.305
H 3.3003 -6.9590 -6.6795 0.360
H 4.7600 -6.0921 -6.2506 0.325
H 0.5786 -5.1326 -7.2532 0.280
H -0.0163 -6.1910 -5.9719 0.287
H 1.3355 -6.7087 -6.9829 0.413
C 4.2206 6.3747 4.2622 -0.916
C 3.6504 6.5217 5.6554 -0.470
O 4.3889 5.7734 6.6238 -0.314
C 5.4767 6.2390 7.2650 0.830
C 6.1359 7.5094 6.7827 -1.125
O 5.9184 5.5894 8.1705 -0.556
H 5.2262 6.7886 4.1825 0.384
H 3.5831 6.8881 3.5411 0.351
H 4.2700 5.3187 3.9947 0.240
H 3.5566 7.5651 5.9589 0.335
H 2.6545 6.0834 5.6990 0.329
H 6.9123 7.2400 6.0675 0.271
H 6.6052 7.9882 7.6371 0.343
H 5.4567 8.2162 6.3133 0.341
C 2.4414 0.5995 9.7774 -0.976
C 2.5173 0.2747 8.3011 0.006
O 1.7921 1.2102 7.4986 -0.361
C 2.3368 2.3652 7.0670 0.621
C 3.6619 2.8320 7.6152 -0.611
O 1.7078 3.0204 6.2801 -0.579
H 2.9044 1.5610 9.9993 0.322
H 2.9445 -0.1699 10.3628 0.344
H 1.4012 0.6502 10.0976 0.275
H 3.5475 0.1872 7.9544 0.348
H 2.0337 -0.6807 8.1033 -0.047
H 3.4806 3.4862 8.4662 0.246
H 4.1422 3.4174 6.8420 0.047
H 4.3378 2.0368 7.9191 0.352
C -0.4067 -3.3272 7.9213 -0.781
C -0.2530 -4.0045 9.2663 -0.463
O 0.0120 -3.0676 10.3132 -0.386
C -0.9596 -2.4163 10.9845 0.777
C -2.3754 -2.4466 10.4547 -0.955
O -0.6538 -1.7785 11.9502 -0.556
H -1.2627 -2.6532 7.9038 0.267
H -0.5393 -4.0667 7.1316 0.362
H 0.4836 -2.7393 7.7000 0.129
H -1.1137 -4.6263 9.5158 0.392
H 0.6189 -4.6559 9.2622 0.320
H -2.5151 -1.5844 9.8038 0.246
H -3.0492 -2.3542 11.3014 0.313
H -2.6321 -3.3483 9.9048 0.329
C -1.6671 -8.3798 -0.5019 -0.964
C -2.6395 -8.0462 -1.6137 -0.389
O -3.0393 -6.6746 -1.5921 -0.421
C -2.3263 -5.7013 -2.1956 0.454
C -0.9333 -5.9926 -2.7052 -0.241
O -2.8006 -4.6026 -2.2485 -0.367
H -0.7326 -7.8284 -0.6056 0.262
H -1.4381 -9.4457 -0.5084 0.362
H -2.1024 -8.1232 0.4632 0.304
H -2.2465 -8.3158 -2.5950 0.359
H -3.5680 -8.5982 -1.4811 0.324
H -0.2235 -5.7280 -1.9220 0.254
H -0.7412 -5.3594 -3.5647 -0.367
H -0.7616 -7.0260 -2.9983 0.393
```

Properties
- structure (SMILES) = [H]/N=C(/C)C[C@@]1([C@@H](I)CC)NC(=O)[C@@](CC)(NCCC)[C@@]1(CCCCCCOC(C)=O)CC(N)(N)N.CCOC(C)=O.CCOC(C)=O.CCOC(C)=O.CCOC(C)=O.CCOC(C)=O
- Kohn-Sham gap (eV) = 7.754
- molar mass (g mol⁻¹) = 1049.14


2.
Molecular formula: C6H10BrF
Method: DFT, ωB97M-V with the def2-TZVPD basis set

```
18
Properties=species:S:1:pos:R:3:mulliken_charge:R:1
C 1.5200 -1.3718 0.2105 -0.883
C 0.5663 -0.3933 0.6552 0.566
F -0.5660 -0.8552 1.2298 -0.280
C 0.7313 0.8920 0.5573 0.463
C 2.0651 1.3864 0.2070 -1.549
Br -0.5100 2.2844 1.0423 -0.178
H 2.4672 -0.7110 0.0978 0.263
H 1.0490 -1.7311 -0.7572 0.209
H 1.5377 -2.2239 0.9170 0.328
H 2.4080 1.0495 -0.7892 0.353
H 2.8510 1.1012 0.9406 0.351
H 2.1228 2.4932 0.1466 0.358
C -2.9217 -0.7595 -0.3031 -0.312
C -2.4030 0.1413 -1.1357 -0.567
H -3.3297 -0.6692 0.7795 0.218
H -3.0273 -1.7584 -0.7707 0.206
H -2.4393 0.0092 -2.1793 0.256
H -2.1215 1.1162 -0.8484 0.195
```

Properties
- structure (SMILES) = C/C(F)=C(\C)Br.C=C
- relative energy (zero: lowest compared OMol25 entry of this formula, charge and spin) (kJ/mol) = 137.0
- Kohn-Sham gap (eV) = 9.774
- molar mass (g mol⁻¹) = 181.05


3.
Molecular formula: C6H12NO
Method: DFT, ωB97M-V with the def2-TZVPD basis set

```
20
Properties=species:S:1:pos:R:3:mulliken_charge:R:1
C 1.3838 -1.7856 -2.1540 -0.827
C 1.4253 -0.7454 -1.3288 -0.160
C 0.3526 0.3250 -1.3572 -0.803
C -0.8296 0.0924 -0.3542 -0.898
C -0.2571 0.3169 1.0712 0.017
N -1.2346 -0.2292 2.1406 -0.229
C -0.1135 1.8461 1.2835 -0.138
O 0.9014 2.4191 1.0451 -0.356
H 2.2219 -2.4562 -2.2678 0.304
H 0.5999 -1.7886 -2.9024 0.269
H 2.2592 -0.5498 -0.6646 0.387
H -0.0804 0.5040 -2.3408 0.444
H 0.8671 1.2623 -1.1317 0.319
H -1.7458 0.6285 -0.5854 0.468
H -0.9644 -0.9874 -0.4850 0.454
H 0.6852 -0.2024 1.1941 0.342
H -1.7084 0.5086 2.6758 0.363
H -0.7210 -0.8273 2.7838 0.364
H -2.0311 -0.6959 1.7046 0.368
H -1.0103 2.3648 1.6734 0.311
```

Properties
- net charge = +1
- structure (SMILES) = C=CCC[C@H]([NH3+])C=O
- relative energy (zero: lowest compared OMol25 entry of this formula, charge and spin) (kJ/mol) = 122.6
- Kohn-Sham gap (eV) = 9.277
- molar mass (g mol⁻¹) = 114.17


4.
Molecular formula: C40H116N10O13
Method: DFT, ωB97M-V with the def2-TZVPD basis set

```
179
Properties=species:S:1:pos:R:3:mulliken_charge:R:1
C 2.4249 -8.1401 1.3116 -1.149
C 1.4329 -8.3563 0.1750 0.246
C 0.9478 -7.0599 -0.4211 0.151
O 0.1495 -6.3510 0.5045 -0.420
C -0.2597 -5.1148 -0.0313 -0.454
N 1.8777 -9.2594 -0.8914 -0.732
H 3.2188 -7.4489 0.9952 0.139
H 2.9030 -9.0813 1.5852 0.435
H 1.9741 -7.6557 2.1781 0.272
H 0.5217 -8.7956 0.6059 0.222
H 0.3534 -7.2773 -1.3214 0.394
H 1.7869 -6.4168 -0.7335 -0.378
H 0.6040 -4.4627 -0.1807 -0.072
H -0.9096 -4.6600 0.7188 0.235
H -0.8618 -5.2505 -0.9371 0.408
H 2.6341 -8.7665 -1.3821 0.264
H 2.4128 -10.0231 -0.4803 0.294
C -2.3877 0.3494 -1.5744 -1.316
C -2.0696 0.6157 -0.1080 0.749
C -0.5764 0.5490 0.1646 -0.929
O -0.2425 -0.8282 0.2929 -0.115
C 1.1532 -1.0690 0.2197 0.494
N -2.5872 1.9259 0.2991 0.932
H -2.0215 -0.6292 -1.8726 0.506
H -1.8952 1.1238 -2.1802 0.189
H -3.4452 0.5285 -1.7843 0.023
H -2.5865 -0.1715 0.4614 0.129
H -0.3211 1.0763 1.0914 0.168
H -0.0611 0.9719 -0.7046 0.373
H 1.6332 -0.7324 1.1400 0.051
H 1.5685 -0.7030 -0.7257 0.629
H 1.2023 -2.1555 0.1037 -0.968
H -2.3485 2.0768 1.2743 -0.311
H -3.5842 1.9519 0.1177 -0.542
C -6.5752 1.9361 -2.1919 -1.378
C -6.0579 2.9738 -1.2051 0.384
C -6.1021 2.4842 0.2484 -0.763
O -5.4982 1.2115 0.3802 -0.096
C -5.8955 0.5210 1.5526 -0.974
N -4.7656 3.4583 -1.6967 -0.470
H -7.6008 1.6116 -1.9984 0.428
H -5.9906 1.0167 -2.1171 0.202
H -6.4856 2.3695 -3.1838 0.327
H -6.7381 3.8339 -1.2481 0.436
H -7.1648 2.4071 0.5193 0.667
H -5.5859 3.2302 0.8719 0.203
H -5.7865 1.1653 2.4344 0.317
H -5.3021 -0.3838 1.5848 0.230
H -6.9772 0.3359 1.5031 0.347
H -4.1146 2.6826 -1.7830 -0.137
H -4.3281 4.1058 -1.0464 0.321
C -6.0318 -2.3221 -5.9934 -1.621
C -5.9859 -1.0895 -5.1054 0.582
C -4.8721 -0.1598 -5.5476 -0.717
O -4.9233 0.9998 -4.7246 -0.096
C -3.8118 1.8404 -4.8915 -1.006
N -7.2870 -0.4236 -5.1750 -0.654
H -6.3829 -2.1153 -7.0073 0.380
H -6.7217 -3.0618 -5.5833 0.370
H -5.0561 -2.8096 -6.0600 0.370
H -5.7603 -1.4373 -4.0947 0.211
H -5.0166 0.1910 -6.5832 0.222
H -3.8789 -0.6274 -5.4845 0.356
H -3.8729 2.6441 -4.1577 0.255
H -3.8566 2.3348 -5.8742 0.463
H -2.8551 1.3153 -4.8015 0.320
H -7.5895 -0.3611 -6.1376 0.283
H -7.2000 0.5057 -4.7801 0.293
C -1.1039 7.4976 2.5447 -1.670
C -1.3349 6.1119 3.1273 0.247
C -2.2143 6.2058 4.3813 -0.758
O -1.7141 7.1790 5.2518 -0.305
C -2.5973 7.3925 6.3376 -0.755
N -2.0102 5.3210 2.0628 -0.366
H -0.5350 7.4823 1.6187 0.360
H -0.6547 8.1878 3.2583 0.398
H -2.0811 7.9569 2.3469 0.393
H -0.4035 5.6256 3.4263 0.327
H -2.2449 5.2101 4.8494 0.382
H -3.2375 6.4564 4.0592 0.413
H -2.7975 6.4501 6.8664 0.296
H -3.5553 7.8055 6.0065 0.313
H -2.1081 8.0544 7.0482 0.263
H -2.9133 5.7842 1.9367 0.345
H -2.3122 4.4279 2.4707 -0.009
C 2.7099 -4.1668 1.7624 0.718
C 4.1560 -3.9418 2.1947 0.217
C 4.7827 -2.8099 1.3916 -0.327
O 4.6916 -3.1208 0.0289 -0.157
C 5.3095 -2.1634 -0.7843 -0.582
N 4.2645 -3.5411 3.6003 -0.634
H 2.1866 -4.7835 2.4946 0.776
H 2.6384 -4.5991 0.7625 -0.541
H 2.1795 -3.2112 1.7074 -0.855
H 4.7259 -4.8436 1.9540 0.353
H 5.8060 -2.6384 1.7525 0.090
H 4.3078 -1.8462 1.6515 -0.073
H 5.2493 -2.4308 -1.8350 0.184
H 6.3829 -2.0663 -0.5498 0.220
H 4.9020 -1.1587 -0.6060 0.188
H 3.7285 -2.6793 3.7048 -0.159
H 3.7572 -4.1832 4.2049 0.404
C 3.7599 -5.4158 -4.4908 -1.555
C 3.6011 -4.6463 -3.1933 0.906
C 2.1794 -4.3612 -2.7866 0.704
O 1.6144 -3.3983 -3.6343 -0.452
C 0.3334 -3.0176 -3.2205 -0.280
N 4.2498 -5.3987 -2.0985 -0.446
H 4.7724 -5.8157 -4.5707 0.416
H 3.5250 -4.8075 -5.3594 0.335
H 3.1192 -6.3008 -4.4265 0.320
H 4.1744 -3.7098 -3.2234 -0.269
H 2.1826 -4.0207 -1.7370 -0.430
H 1.5878 -5.2898 -2.7771 0.181
H -0.0412 -2.2756 -3.9214 0.326
H 0.3376 -2.6504 -2.1867 -0.099
H -0.3893 -3.8488 -3.2428 0.290
H 4.1505 -4.9237 -1.2083 -0.073
H 5.2425 -5.5539 -2.2060 0.303
C 0.0637 5.9318 -3.6468 -1.499
C -0.6892 4.7794 -4.2947 0.695
C -0.0295 4.3339 -5.5801 -0.599
O -0.2208 5.3566 -6.5365 -0.298
C 0.2363 5.0146 -7.8145 -0.747
N -0.7616 3.6635 -3.3461 -0.543
H 1.1234 5.7279 -3.5171 0.301
H -0.4141 6.1607 -2.6927 0.373
H -0.0866 6.8151 -4.2722 0.380
H -1.7134 5.1007 -4.5228 0.247
H -0.4925 3.4116 -5.9687 0.388
H 1.0345 4.1207 -5.4105 0.309
H -0.4777 4.3444 -8.3111 0.257
H 1.1924 4.4717 -7.7698 0.315
H 0.4133 5.9089 -8.4065 0.260
H -1.2398 3.9906 -2.4973 0.267
H -1.3643 2.9257 -3.7047 0.102
C 4.1526 0.6427 3.1634 -0.520
C 5.4116 1.4868 2.9503 0.277
C 6.4163 0.7685 2.0601 -0.616
O 6.7887 -0.4739 2.5985 -0.235
C 8.0790 -0.8732 2.2191 -0.986
N 5.0521 2.7957 2.4068 -0.692
H 4.4706 -0.3553 3.4707 0.126
H 3.6108 0.5069 2.2208 0.062
H 3.5363 1.1346 3.9125 0.300
H 5.7951 1.6586 3.9616 0.272
H 7.2574 1.4264 1.8070 0.498
H 5.8989 0.6095 1.0953 0.098
H 8.2199 -0.9673 1.1388 0.351
H 8.2429 -1.8546 2.6655 0.263
H 8.8211 -0.1983 2.6560 0.425
H 4.4327 2.7100 1.6091 0.235
H 5.8860 3.2957 2.1223 0.264
C 2.8826 -1.1269 6.2809 -1.312
C 1.5529 -0.5774 5.8294 1.418
C 0.3714 -1.5286 5.9574 -1.080
O 0.4818 -2.6718 5.1275 -0.436
C 0.1581 -2.3691 3.7726 -0.113
N 1.1806 0.6167 6.6275 -0.758
H 2.8034 -1.5086 7.3044 0.394
H 3.7109 -0.4263 6.1885 0.317
H 3.2166 -2.0226 5.7395 0.170
H 1.5608 -0.1529 4.8230 -0.221
H -0.5317 -0.9744 5.6809 0.309
H 0.3015 -1.8811 6.9878 0.462
H 0.8692 -1.6217 3.4072 0.018
H -0.8691 -2.0026 3.7445 0.404
H 0.3314 -3.2782 3.2069 -0.010
H 1.8868 1.3390 6.5495 0.264
H 1.1006 0.4234 7.6207 0.259
O -2.9487 2.2318 3.2926 -0.569
H -2.1097 1.9517 3.6810 0.232
H -3.5421 2.3335 4.0454 0.245
O 0.5859 3.6334 1.6763 -0.544
H 0.9421 3.3791 2.5347 0.294
H -0.0030 4.3809 1.8600 0.317
O -1.7495 4.3911 -0.6994 -0.650
H -1.7250 4.9238 0.1142 0.387
H -2.0334 3.4931 -0.3959 0.018
```

Properties
- relative energy (zero: lowest compared OMol25 entry of this formula, charge and spin) (kJ/mol) = 0.0
- Kohn-Sham gap (eV) = 8.198
- molar mass (g mol⁻¹) = 945.42